A cluster of 2 separate species, C2H7N2O2 in total, computed with ωB97M-V with the def2-TZVPD basis set.

Values from the calculation:
- DFT total energy: -9249.0500 eV
- Orbital gap (alpha / beta): 9.0 / 9.0 eV
- Energy relative to the best compared isomer or geometry (same formula, charge and spin): 178.1 kcal/mol

Geometry as ORCA input:
```
! wB97M-V def2-TZVPD RIJCOSX def2/J DEFGRID3
* xyz 1 1
C -1.882 0.025 0.622
C -1.109 0.148 -0.556
N 1.883 0.391 0.477
N 0.932 -0.286 -0.053
O 3.011 0.153 0.108
O 1.272 -1.051 -1.152
H -1.513 0.730 1.327
H -2.811 0.400 0.263
H -2.073 -1.042 1.063
H -0.732 1.166 -0.931
H -1.000 -0.532 -1.298
H 1.742 0.984 1.407
H 2.277 -1.086 -1.278
*
```

---

An isolated molecule of C2H7N2OP, computed with ωB97M-V with the def2-TZVPD basis set.

Values from the calculation:
- DFT total energy: -16503.0527 eV
- Orbital gap: 9.3 eV
- Energy relative to the best compared isomer or geometry (same formula, charge and spin): 49.0 kcal/mol
- SMILES string: CNC(=O)NP

Geometry as ORCA input:
```
! wB97M-V def2-TZVPD RIJCOSX def2/J DEFGRID3
* xyz 0 1
C -0.263 0.425 0.193
C 1.383 -1.378 0.540
N 0.311 -0.717 -0.159
N -1.016 1.035 -1.014
O -0.277 1.042 1.215
P -2.222 2.140 -0.894
H 1.180 -2.562 0.565
H 2.384 -1.156 0.149
H 1.507 -1.167 1.546
H 0.271 -0.924 -1.107
H -0.856 0.542 -1.978
H -1.610 3.471 -0.826
H -2.305 1.960 0.387
*
```

---

A cluster of 2 separate species, C2H7N2OP in total, computed with ωB97M-V with the def2-TZVPD basis set.

Values from the calculation:
- DFT total energy: -16497.6025 eV
- Orbital gap (alpha / beta): 6.4 / 6.7 eV
- Expectation value of S²: 2.011
- Energy relative to the best compared isomer or geometry (same formula, charge and spin): 67.6 kcal/mol

Geometry as ORCA input:
```
! wB97M-V def2-TZVPD RIJCOSX def2/J DEFGRID3
* xyz 0 3
C -1.693 -0.330 -0.427
C 0.814 -1.319 0.293
N 1.140 1.382 -0.296
N 0.463 1.616 0.688
O 2.043 1.933 -0.907
P -0.649 -0.546 1.083
H -1.066 0.064 -1.106
H -2.494 0.268 -0.157
H -2.193 -1.282 -0.623
H 0.591 -2.041 -0.353
H 1.447 -1.777 1.063
H 1.189 -0.506 -0.347
H 0.408 2.539 1.090
*
```

---

A structure of composition C2H7N2P2, computed with ωB97M-V with the def2-TZVPD basis set.

Values from the calculation:
- DFT total energy: -23737.8048 eV
- Orbital gap: 9.6 eV
- Energy relative to the best compared isomer or geometry (same formula, charge and spin): 0.0 kcal/mol

Geometry as ORCA input:
```
! wB97M-V def2-TZVPD RIJCOSX def2/J DEFGRID3
* xyz 1 1
C -1.760 -0.900 0.082
C -0.289 -1.238 0.115
N 1.050 0.886 -1.397
N 0.973 0.908 1.321
P -2.075 0.756 -0.059
P 0.169 0.495 -0.085
H -2.350 -1.792 0.131
H -0.068 -1.943 0.905
H -0.090 -1.960 -0.654
H 1.760 0.478 -1.886
H 0.758 1.846 -1.837
H 1.576 1.703 1.301
H 0.345 0.760 2.063
*
```